C10H17CuN | the ωB97M-V functional and the def2-TZVPD basis

```
! RIJCOSX wB97M-V def2-TZVPD def2/J DEFGRID3
* xyz 0 2
Cu 0.04274 0.10671 -0.44940
C 0.38904 -0.24616 -2.23447
H 1.45746 -0.05437 -2.18864
H 0.05028 -1.26839 -2.34719
H -0.05554 0.36273 -3.04781
H -0.97355 1.22912 -1.52087
H -0.93561 1.46406 -0.82501
C 1.35836 -2.05067 1.15106
N -0.01023 -1.51228 1.11471
C -0.95417 -2.60165 0.81460
C -0.40052 -0.71620 2.30769
C 0.25323 0.64589 2.27376
C 0.52875 1.39654 3.44125
C 1.12191 2.65927 3.31430
C 1.39632 3.18357 2.04734
C 1.10417 2.45044 0.87685
C 0.51360 1.20532 1.05245
H 1.53021 -2.63486 0.23442
H 1.53885 -2.71669 2.01079
H 2.09642 -1.25294 1.15330
H -0.87880 -3.46118 1.51056
H -1.97604 -2.21280 0.87557
H -0.74954 -2.99347 -0.19460
H -1.49262 -0.53955 2.26872
H -0.17515 -1.20627 3.26577
H 0.26327 0.96235 4.41038
H 1.37848 3.22123 4.21028
H 1.84072 4.16442 1.90492
H 1.30979 2.88363 -0.10582
*
```

energy above the lowest of the compared OMol25 structures with the same formula, charge and spin	15.2	kcal/mol
HOMO-LUMO gap (alpha / beta)	8.70 / 7.18	eV
max |F|	2.2	eV/A
lowest unoccupied orbital energy (alpha / beta)	0.0288 / -0.0115	hartree
⟨S²⟩	0.754
HOMO energy (alpha / beta)	-7.92 / -7.50	eV
E	-56771.0011	eV